Formula: C12H33CdF2N3O3
Source: OMol25
Level of theory: ωB97M-V with the def2-TZVPD basis set

Element x y z (Å)
1 Cd 18.927 -6.419 -1.968
2 F 17.498 -7.844 -1.525
3 F 20.436 -5.074 -1.914
4 C 18.352 -5.714 -5.612
5 C 18.121 -4.665 -4.474
6 C 17.400 -3.353 -4.888
7 O 17.025 -2.450 -3.787
8 C 18.128 -1.798 -3.186
9 N 17.431 -5.453 -3.507
10 H 19.047 -5.246 -6.309
11 H 17.475 -5.841 -6.248
12 H 18.595 -6.725 -5.287
13 H 19.105 -4.494 -4.037
14 H 16.492 -3.649 -5.414
15 H 17.943 -2.787 -5.645
16 H 19.002 -2.445 -3.262
17 H 17.810 -1.755 -2.145
18 H 18.437 -0.848 -3.623
19 H 16.965 -6.153 -4.066
20 H 16.634 -4.845 -3.383
21 C 19.767 -9.650 -3.939
22 C 20.807 -8.644 -3.689
23 C 21.733 -8.515 -4.931
24 O 22.426 -9.690 -5.344
25 C 23.351 -10.196 -4.353
26 N 19.996 -7.425 -3.517
27 H 19.158 -9.838 -3.055
28 H 20.145 -10.597 -4.323
29 H 19.166 -9.461 -4.829
30 H 21.447 -8.827 -2.826
31 H 22.483 -7.735 -4.801
32 H 21.159 -8.228 -5.812
33 H 23.293 -9.584 -3.453
34 H 24.341 -9.915 -4.713
35 H 23.276 -11.269 -4.175
36 H 20.569 -6.625 -3.745
37 H 19.275 -7.380 -4.223
38 C 20.037 -6.586 2.332
39 C 19.257 -6.638 1.059
40 C 18.628 -5.246 0.818
41 O 17.952 -5.266 -0.450
42 C 17.290 -3.989 -0.661
43 N 20.130 -7.046 -0.049
44 H 20.817 -5.841 2.173
45 H 20.568 -7.504 2.584
46 H 19.386 -6.435 3.193
47 H 18.514 -7.402 1.286
48 H 19.483 -4.571 0.826
49 H 18.029 -5.025 1.701
50 H 16.720 -3.683 0.215
51 H 16.719 -3.854 -1.580
52 H 18.151 -3.323 -0.590
53 H 20.731 -7.803 0.244
54 H 20.615 -6.213 -0.348

Cartesian forces, eV/Å:
Cd -0.96 -0.99 0.57
F 0.27 0.01 -0.25
F 0.26 0.37 -0.20
C -0.19 2.35 -1.43
C 2.25 -0.72 -1.60
C -0.21 0.39 0.36
O 0.03 -1.70 -1.82
C 0.31 -0.94 0.39
N -2.43 0.29 0.53
H 0.60 -0.74 -0.06
H -0.51 0.09 0.25
H 0.13 0.70 -0.38
H 0.19 0.71 -0.21
H -0.43 0.10 0.36
H 0.50 -0.08 0.13
H 0.23 -0.03 0.33
H 0.53 0.72 -0.02
H -0.60 0.20 -0.05
H -0.17 -0.85 0.38
H -0.63 -0.02 1.68
C -0.47 -2.74 -0.39
C 0.14 0.20 -1.12
C 0.63 -0.18 -0.55
O -0.75 -0.40 1.12
C 0.47 1.54 -0.62
N 1.44 0.62 -0.83
H -0.20 0.02 -0.20
H 0.58 -0.29 0.73
H -0.42 0.95 0.18
H -0.43 0.02 0.25
H 0.04 0.39 0.39
H -0.31 0.01 0.04
H -0.35 -0.48 0.40
H 0.26 -0.57 -0.20
H -0.28 0.23 -0.09
H 0.50 0.56 0.10
H 0.28 -0.78 0.04
C 0.96 0.21 0.59
C -0.70 -0.60 0.62
C 1.10 -1.85 -0.20
O -1.72 1.04 1.75
C 1.50 0.79 1.05
N -1.20 0.59 0.35
H 0.02 0.36 0.75
H -0.10 -0.29 -0.40
H 0.13 0.59 -0.01
H -0.47 -0.02 -0.90
H -0.11 0.59 -0.41
H -0.61 0.15 -0.45
H -0.52 -0.62 -0.04
H 0.32 -0.57 0.18
H -0.20 0.68 -0.74
H 0.13 -0.08 -0.35
H 1.15 0.07 -0.02

Properties
2S+1: 2
<S²>: 0.758
Kohn-Sham gap (spin up / spin down) in eV: 10.5 / 4.7
LUMO (spin up / spin down) in Eh: -0.073 / -0.284
Total charge: +1
Maximum force in hartree/bohr: 0.05551